(1)
Molecular formula: C4H6N2
Method: DFT, ωB97M-V/def2-TZVPD

Structure (XYZ):
```
12
Properties=species:S:1:pos:R:3:forces:R:3
H -2.3817 -0.6187 -2.2463 -0.099 0.161 -0.140
N -1.7985 -0.7438 -1.4282 0.047 0.347 -0.377
C -0.6435 -0.2303 -1.5953 -0.274 -0.169 0.020
N 0.3347 -0.5100 -0.6411 -0.238 -0.822 -0.003
C -0.3907 -0.9544 0.6596 0.208 0.254 -0.263
C 0.4135 0.0299 0.7177 -0.115 -0.080 0.367
C 1.3255 0.9315 1.4186 0.019 0.172 0.044
H -0.3062 0.2565 -2.5168 0.047 0.030 0.233
H -1.2311 -1.5943 0.8477 0.400 -0.155 0.120
H 1.2428 0.7324 2.4902 0.059 0.179 -0.137
H 1.0853 1.9753 1.2076 0.101 -0.005 0.072
H 2.3498 0.7257 1.0864 -0.156 0.088 0.063
```
Forces are in eV/Å.

Results
HOMO energy	-0.3013	hartree
SMILES	[H]/N=C/N1C=C1C
relative energy (zero: lowest compared OMol25 entry of this formula, charge and spin)	399.9	kJ/mol
total energy	-265.383250	hartree

(2)
Molecular formula: C19H27FN4O4S
Method: DFT, ωB97M-V/def2-TZVPD

Structure (XYZ):
```
56
Properties=species:S:1:pos:R:3:forces:R:3
C -1.2893 1.3217 0.5130 0.114 0.013 0.407
N 0.1301 1.1656 0.1796 0.017 -0.170 -0.554
C 0.7625 2.4051 -0.0547 -0.596 0.335 0.154
O 0.9837 2.8535 -1.1609 0.472 -0.222 -0.017
C 1.0936 3.1560 1.1658 -0.092 0.090 0.003
C 1.1105 2.7048 2.5048 0.044 -0.034 0.032
C 1.5114 3.7696 3.2695 -0.004 -0.025 0.073
S 1.7686 3.7788 4.9866 -0.018 -0.011 -0.036
N 0.6021 4.8202 5.5301 0.021 -0.006 0.008
O 1.4933 2.4484 5.4378 0.028 0.071 -0.026
O 3.0100 4.4335 5.2865 -0.059 -0.038 -0.003
N 1.7340 4.8571 2.4511 -0.008 -0.003 -0.009
C 2.1982 6.1715 2.8660 -0.011 0.004 0.014
C 1.4768 4.4843 1.1813 0.050 -0.018 -0.029
C 0.3611 0.1712 -0.8927 0.012 0.004 0.017
C 0.2358 -1.2427 -0.2957 0.006 0.021 -0.031
C 1.2391 -2.2551 -0.8551 -0.013 0.046 -0.018
C 1.3782 -2.2058 -2.3818 -0.009 -0.046 0.005
N 0.1340 -1.8614 -3.0714 0.074 0.023 -0.008
C -0.9722 -2.6493 -3.0616 -0.059 0.050 -0.036
O -2.0923 -2.2164 -3.2998 0.042 -0.022 0.032
C -0.8064 -4.0970 -2.7262 0.039 0.002 0.018
F 0.3237 -4.7029 -3.1890 -0.025 -0.045 0.009
C -1.6800 -4.8055 -2.0393 -0.025 0.011 0.003
C -1.7695 -6.2726 -1.6934 0.011 0.017 -0.006
C -3.2982 -6.0616 -1.5230 -0.037 -0.023 0.017
C -3.0635 -4.5259 -1.4993 0.021 -0.028 -0.010
C -0.0722 -0.4377 -3.3370 -0.079 -0.016 0.018
C -0.5447 0.3513 -2.1195 0.036 -0.034 -0.016
H -1.7073 0.3469 0.7622 -0.003 -0.001 0.000
H -1.3949 1.9672 1.3840 0.005 0.008 0.006
H -1.8645 1.7541 -0.3108 -0.004 -0.001 0.002
H 0.8832 1.7177 2.8699 0.011 0.004 -0.003
H -0.2604 4.3372 5.7519 0.017 0.002 0.002
H 0.9576 5.3478 6.3191 -0.011 -0.003 -0.005
H 2.1822 6.8268 1.9993 0.002 -0.012 -0.007
H 1.5381 6.5718 3.6330 0.004 0.004 -0.002
H 3.2082 6.1061 3.2638 0.000 0.007 0.003
H 1.5852 5.1720 0.3589 0.006 -0.002 0.001
H 1.3983 0.3323 -1.2023 0.004 0.001 -0.002
H 0.3749 -1.1784 0.7849 0.004 0.010 0.003
H -0.7801 -1.6139 -0.4623 -0.007 -0.007 0.011
H 2.2268 -2.0768 -0.4213 0.002 -0.007 0.003
H 0.9371 -3.2574 -0.5432 -0.003 -0.004 -0.002
H 2.0948 -1.4348 -2.6623 -0.007 0.014 -0.006
H 1.7702 -3.1462 -2.7585 0.014 0.025 0.014
H -1.4242 -6.9810 -2.4441 -0.005 0.004 -0.011
H -1.2760 -6.4943 -0.7448 0.008 -0.004 -0.008
H -3.8446 -6.3667 -2.4138 -0.002 -0.001 0.009
H -3.7637 -6.5070 -0.6464 0.003 0.001 0.000
H -3.0246 -4.1371 -0.4790 -0.004 0.015 -0.010
H -3.7042 -3.8909 -2.1031 0.005 -0.001 -0.008
H 0.8756 -0.0372 -3.7011 0.009 -0.006 -0.004
H -0.8092 -0.3503 -4.1325 0.006 0.014 -0.001
H -1.5593 0.0281 -1.8771 -0.010 0.000 -0.011
H -0.5776 1.4056 -2.3964 0.007 -0.005 0.014
```
Forces are in eV/Å.

Results
HOMO energy	-0.3341	hartree
SMILES	CN(C(=O)c1cc(S(N)(=O)=O)n(C)c1)[C@H]1CCCN(C(=O)C(F)=C2CCC2)CC1
relative energy (zero: lowest compared OMol25 entry of this formula, charge and spin)	36.7	kJ/mol
total energy	-1758.204344	hartree

(3)
Molecular formula: C3H14NO3S
Method: DFT, ωB97M-V/def2-TZVPD

Structure (XYZ):
```
22
Properties=species:S:1:pos:R:3:forces:R:3
C -1.0481 -2.0158 1.2467 1.351 1.122 -1.167
N -0.1656 -1.1047 0.3392 -2.346 0.501 0.272
C 1.1650 -0.5849 0.8109 -0.667 -1.507 -1.636
C 1.4762 0.7583 0.0374 0.819 -0.378 0.584
S 0.1219 2.0598 0.1662 0.698 -0.816 -0.098
H -1.3561 -1.4377 2.1732 0.275 -1.132 -0.989
H -1.9260 -2.3797 0.6175 1.043 0.639 0.860
H -0.3932 -2.8917 1.4277 -0.602 0.305 0.445
H -0.8047 -0.2873 0.0940 1.490 -0.997 0.542
H 1.8769 -1.4479 0.4690 -0.633 1.699 0.746
H 1.2278 -0.4639 1.9076 -0.082 0.111 -0.462
H 2.4377 1.1116 0.5327 -1.080 -0.047 -0.723
H 1.7182 0.5489 -1.0471 -0.405 0.102 1.162
H -0.4197 0.9256 3.6366 0.445 0.941 0.250
H -0.7458 1.0389 2.0460 0.507 0.050 0.913
O -0.7863 0.4923 2.8845 -0.951 -0.607 -0.972
H -0.5913 -1.0698 -2.4775 -0.408 -1.324 2.223
H -0.5523 0.2661 -3.1087 0.552 -1.034 -0.687
O -0.3302 -0.6951 -3.2798 0.015 2.381 -1.571
H -0.4852 2.1428 -2.0832 0.238 0.302 0.316
H 0.1661 2.7731 -3.3401 0.359 0.113 0.113
O -0.5854 2.2612 -3.0528 -0.618 -0.425 -0.121
```
Forces are in eV/Å.

Results
charge	-1
HOMO energy	-0.1359	hartree
relative energy (zero: lowest compared OMol25 entry of this formula, charge and spin)	137.4	kJ/mol
total energy	-801.389226	hartree

(4)
Molecular formula: C12H16ErN4O4
Method: DFT, ωB97M-V/def2-TZVPD

Structure (XYZ):
```
37
Properties=species:S:1:pos:R:3:forces:R:3
Er -0.4645 1.0551 -0.7994 0.086 -0.408 0.658
O -1.0151 -0.1320 -4.0843 1.373 2.374 6.898
C -0.8046 0.2481 -2.9917 -1.786 -3.020 -8.892
C -0.4224 2.5437 1.0569 -0.532 8.128 6.111
O -0.4835 3.4926 1.7663 0.483 -6.729 -4.763
C -2.8674 0.9080 -0.5318 -6.198 -0.348 1.173
O -3.9887 0.8329 -0.2937 4.672 0.312 -1.050
C 1.6973 1.4710 -1.7226 5.837 1.917 -1.673
O 2.7617 1.7997 -1.9951 -4.240 -1.420 0.980
C -1.7863 5.0992 -3.3818 0.727 -1.014 2.162
H -0.9168 4.8755 -3.9782 -0.212 0.539 -0.847
H -2.7115 4.5645 -3.5292 -0.375 0.577 -0.795
C -1.5509 5.5779 -2.1342 0.051 -2.400 -1.208
H -2.2902 5.3764 -1.3912 -0.604 0.902 0.550
H -0.5304 5.6530 -1.8307 0.492 1.127 0.267
C 0.3508 -1.8788 -0.5274 0.304 -1.910 -0.682
N 0.2316 -0.6520 0.3604 0.271 -0.404 0.450
C 1.5851 -0.4947 1.0487 1.723 -0.620 1.095
N 2.0148 -1.7004 1.7749 -0.681 -0.085 -0.177
C 2.0842 -2.8721 0.8702 0.317 0.637 -0.705
N 0.7767 -3.0850 0.2163 -0.351 0.835 -0.088
C -0.1864 -3.3951 1.2987 -0.606 0.437 -0.463
N -0.2940 -2.2406 2.2216 0.376 0.090 -0.462
C -0.7068 -1.0317 1.5018 -0.928 -1.034 1.540
C 1.0503 -2.1009 2.8338 -0.127 0.930 0.044
H 1.0828 -1.6946 -1.3537 -0.234 0.033 0.695
H -0.6253 -2.1110 -1.0257 0.413 0.243 0.571
H 1.5386 0.3497 1.7639 -0.165 -0.374 -0.226
H 2.3862 -0.2706 0.3170 -0.512 -0.155 0.050
H 2.3180 -3.7718 1.4624 0.103 0.458 -0.384
H 2.8610 -2.6942 0.1108 -0.193 -0.205 0.201
H -1.1786 -3.6064 0.8738 0.302 -0.111 0.090
H 0.1933 -4.2640 1.8580 -0.373 0.302 -0.286
H -0.7620 -0.2008 2.2357 0.224 -0.268 -0.393
H -1.7389 -1.2128 1.1254 0.604 0.039 -0.087
H 1.3635 -3.0906 3.2370 -0.263 0.920 -0.114
H 1.0282 -1.3468 3.6371 0.021 -0.295 -0.241
```
Forces are in eV/Å.

Results
⟨S²⟩	3.753
charge	+3
HOMO energy (spin up / spin down)	-0.6672 / -0.6677	hartree
multiplicity	4
relative energy (zero: lowest compared OMol25 entry of this formula, charge and spin)	0.0	kJ/mol
total energy	-2000.638381	hartree

(5)
Molecular formula: C7H15NO2
Method: DFT, ωB97M-V/def2-TZVPD

Structure (XYZ):
```
25
Properties=species:S:1:pos:R:3:forces:R:3
C -1.1180 -1.1835 0.9656 0.339 -0.436 1.302
C -0.4814 -1.9116 -0.1554 0.460 0.471 -0.503
N -0.4047 -0.5702 1.8330 -0.701 -0.292 -0.383
C -2.1959 0.9653 -0.4565 0.200 0.366 -0.540
C -3.1260 0.3981 -1.2098 -0.096 0.083 0.048
H -2.1936 -1.3395 1.0966 0.144 0.283 -0.028
H -0.9125 -0.1471 2.6051 -0.303 -0.112 -0.103
H 1.0052 0.0496 1.5577 2.290 0.680 -0.710
H -2.4703 1.5547 0.4090 -0.083 -0.062 0.205
H -0.9824 -1.6661 -1.0909 -0.136 -0.180 -0.017
H -0.5053 -2.9886 0.0127 -0.173 -0.012 0.024
H 0.5572 -1.5974 -0.2666 -0.024 -0.084 0.094
H -4.1794 0.4515 -0.9707 -0.103 0.018 0.050
H -2.8776 -0.1291 -2.1205 0.106 -0.108 -0.069
C 0.8659 1.4157 -1.1785 -1.297 0.557 -0.073
C 2.6032 0.2929 -0.0217 -0.658 -0.803 -1.822
C 2.1826 0.6002 1.3190 -1.735 -0.121 0.268
O 2.0098 0.6625 -1.1138 2.058 -1.165 1.821
O 3.4832 -0.7405 -0.1953 -0.299 0.748 0.212
H 3.4843 -0.9861 -1.1294 0.002 0.098 -0.056
H 0.7106 1.7521 -2.1925 0.257 0.067 -0.189
H -1.1212 0.9594 -0.7364 -0.554 -0.125 0.220
H 0.7996 2.2102 -0.4458 0.202 0.101 0.244
H 1.9424 1.6547 1.4389 0.120 0.193 -0.067
H 2.9244 0.2930 2.0464 -0.019 -0.164 0.072
```
Forces are in eV/Å.

Results
HOMO energy (spin up / spin down)	-0.2215 / -0.2216	hartree
relative energy (zero: lowest compared OMol25 entry of this formula, charge and spin)	631.9	kJ/mol
total energy	-480.744781	hartree

(6)
Molecular formula: C4H3ClF2
Method: DFT, ωB97M-V/def2-TZVPD

Structure (XYZ):
```
10
Properties=species:S:1:pos:R:3:forces:R:3
C 1.1892 1.0290 -0.0001 0.646 1.267 0.792
C 0.2905 -1.6975 0.0079 0.244 -1.154 -0.229
C -0.6862 -0.6498 -0.1586 -2.063 0.649 -2.107
C -0.2405 0.6772 0.4342 0.728 1.064 -3.475
F 1.3321 1.0863 -1.3504 -0.812 -0.286 0.010
F -0.1816 0.4998 1.7501 -0.476 0.211 2.061
Cl 1.7719 -0.9314 0.3410 0.324 -0.691 -0.073
H -0.9875 -0.6342 -1.3168 1.171 0.086 2.018
H -1.6749 -0.9697 0.1906 0.171 -0.212 0.399
H -0.8130 1.5904 0.1022 0.066 -0.934 0.604
```
Forces are in eV/Å.

Results
HOMO energy	-0.3104	hartree
relative energy (zero: lowest compared OMol25 entry of this formula, charge and spin)	545.5	kJ/mol
total energy	-813.883035	hartree

Question: Number 5 is which compound?
Answer: C7H15NO2

What did the sixth record say?
Molecular formula: C4H3ClF2
Method: DFT, ωB97M-V/def2-TZVPD

Structure (XYZ):
```
10
Properties=species:S:1:pos:R:3:forces:R:3
C 1.1892 1.0290 -0.0001 0.646 1.267 0.792
C 0.2905 -1.6975 0.0079 0.244 -1.154 -0.229
C -0.6862 -0.6498 -0.1586 -2.063 0.649 -2.107
C -0.2405 0.6772 0.4342 0.728 1.064 -3.475
F 1.3321 1.0863 -1.3504 -0.812 -0.286 0.010
F -0.1816 0.4998 1.7501 -0.476 0.211 2.061
Cl 1.7719 -0.9314 0.3410 0.324 -0.691 -0.073
H -0.9875 -0.6342 -1.3168 1.171 0.086 2.018
H -1.6749 -0.9697 0.1906 0.171 -0.212 0.399
H -0.8130 1.5904 0.1022 0.066 -0.934 0.604
```
Forces are in eV/Å.

Results
HOMO energy	-0.3104	hartree
relative energy (zero: lowest compared OMol25 entry of this formula, charge and spin)	545.5	kJ/mol
total energy	-813.883035	hartree

Question: Which formula does entry 4 have?
Answer: C12H16ErN4O4

Copy entry 4 word for word.
Molecular formula: C12H16ErN4O4
Method: DFT, ωB97M-V/def2-TZVPD

Structure (XYZ):
```
37
Properties=species:S:1:pos:R:3:forces:R:3
Er -0.4645 1.0551 -0.7994 0.086 -0.408 0.658
O -1.0151 -0.1320 -4.0843 1.373 2.374 6.898
C -0.8046 0.2481 -2.9917 -1.786 -3.020 -8.892
C -0.4224 2.5437 1.0569 -0.532 8.128 6.111
O -0.4835 3.4926 1.7663 0.483 -6.729 -4.763
C -2.8674 0.9080 -0.5318 -6.198 -0.348 1.173
O -3.9887 0.8329 -0.2937 4.672 0.312 -1.050
C 1.6973 1.4710 -1.7226 5.837 1.917 -1.673
O 2.7617 1.7997 -1.9951 -4.240 -1.420 0.980
C -1.7863 5.0992 -3.3818 0.727 -1.014 2.162
H -0.9168 4.8755 -3.9782 -0.212 0.539 -0.847
H -2.7115 4.5645 -3.5292 -0.375 0.577 -0.795
C -1.5509 5.5779 -2.1342 0.051 -2.400 -1.208
H -2.2902 5.3764 -1.3912 -0.604 0.902 0.550
H -0.5304 5.6530 -1.8307 0.492 1.127 0.267
C 0.3508 -1.8788 -0.5274 0.304 -1.910 -0.682
N 0.2316 -0.6520 0.3604 0.271 -0.404 0.450
C 1.5851 -0.4947 1.0487 1.723 -0.620 1.095
N 2.0148 -1.7004 1.7749 -0.681 -0.085 -0.177
C 2.0842 -2.8721 0.8702 0.317 0.637 -0.705
N 0.7767 -3.0850 0.2163 -0.351 0.835 -0.088
C -0.1864 -3.3951 1.2987 -0.606 0.437 -0.463
N -0.2940 -2.2406 2.2216 0.376 0.090 -0.462
C -0.7068 -1.0317 1.5018 -0.928 -1.034 1.540
C 1.0503 -2.1009 2.8338 -0.127 0.930 0.044
H 1.0828 -1.6946 -1.3537 -0.234 0.033 0.695
H -0.6253 -2.1110 -1.0257 0.413 0.243 0.571
H 1.5386 0.3497 1.7639 -0.165 -0.374 -0.226
H 2.3862 -0.2706 0.3170 -0.512 -0.155 0.050
H 2.3180 -3.7718 1.4624 0.103 0.458 -0.384
H 2.8610 -2.6942 0.1108 -0.193 -0.205 0.201
H -1.1786 -3.6064 0.8738 0.302 -0.111 0.090
H 0.1933 -4.2640 1.8580 -0.373 0.302 -0.286
H -0.7620 -0.2008 2.2357 0.224 -0.268 -0.393
H -1.7389 -1.2128 1.1254 0.604 0.039 -0.087
H 1.3635 -3.0906 3.2370 -0.263 0.920 -0.114
H 1.0282 -1.3468 3.6371 0.021 -0.295 -0.241
```
Forces are in eV/Å.

Results
⟨S²⟩	3.753
charge	+3
HOMO energy (spin up / spin down)	-0.6672 / -0.6677	hartree
multiplicity	4
relative energy (zero: lowest compared OMol25 entry of this formula, charge and spin)	0.0	kJ/mol
total energy	-2000.638381	hartree